(1)
This record from the Open Molecules 2025 dataset describes an isolated molecule of C5H10O2. The level of theory is ωB97M-V/def2-TZVPD.

Its highest occupied orbital energy is -9.9 eV. The value obtained for the gap between HOMO and LUMO is 11.037 eV. The SMILES is C[C@@H]1OC[C@H](C)O1.

Last column: natural (NBO) charge in e.
Atoms and positions in Å:
C1 1.26 -1.98 0.69  -0.63
C2 1.09 -0.68 -0.07  0.37
O1 1.09 0.39 0.84  -0.52
C3 0.38 1.43 0.19  -0.10
C4 -0.60 0.70 -0.75  0.07
C5 -2.05 0.75 -0.30  -0.62
O2 -0.16 -0.65 -0.71  -0.53
H1 0.47 -2.06 1.44  0.22
H2 1.18 -2.83 0.01  0.22
H3 2.23 -2.00 1.18  0.22
H4 1.89 -0.54 -0.82  0.13
H5 -0.12 2.03 0.96  0.19
H6 1.06 2.08 -0.38  0.17
H7 -0.50 1.09 -1.77  0.17
H8 -2.67 0.12 -0.94  0.22
H9 -2.43 1.78 -0.32  0.21
H10 -2.12 0.37 0.73  0.21


(2)
This record from the Open Molecules 2025 dataset describes C3H7ClN2O2 as an isolated structure in a non-equilibrium geometry. The level of theory is ωB97M-V/def2-TZVPD.

Its highest occupied orbital energy is -9.8 eV. The value obtained for the gap between HOMO and LUMO is 10.445 eV.

Last column: natural (NBO) charge in e.
Atoms and positions in Å:
C1 0.60 -0.21 1.34  -0.70
C2 0.87 0.17 -0.12  -0.13
C3 -0.27 0.70 -1.00  0.00
N1 -1.07 -0.31 -1.39  -0.80
N2 2.19 1.57 -0.02  0.58
O1 2.43 1.95 -1.13  -0.38
O2 2.49 1.91 1.03  -0.33
Cl1 -1.30 2.13 -0.21  -0.21
H1 -0.36 -0.03 1.70  0.23
H2 1.03 -1.10 1.58  0.23
H3 1.32 0.37 1.96  0.27
H4 1.61 -0.52 -0.74  0.25
H5 0.16 1.17 -1.99  0.24
H6 -1.88 0.05 -1.86  0.39
H7 -1.36 -0.92 -0.64  0.37


(3)
This record from the Open Molecules 2025 dataset describes a 2-piece molecular cluster, C28H27N2O overall in a non-equilibrium geometry. The level of theory is ωB97M-V/def2-TZVPD.

As for the total charge: +1. Its highest occupied orbital energy is -11.1 eV. The value obtained for the gap between HOMO and LUMO is 5.839 eV.

Last column: natural (NBO) charge in e.
Atoms and positions in Å:
C1 -7.01 -0.74 -3.70  -0.65
C2 -5.80 -1.52 -3.28  0.09
C3 -4.85 -1.92 -4.22  -0.23
C4 -3.69 -2.58 -3.84  -0.10
C5 -3.41 -2.85 -2.47  -0.19
C6 -2.17 -3.46 -2.08  0.06
C7 -1.75 -3.57 -0.76  -0.32
C8 -0.64 -4.29 -0.30  0.11
C9 -0.65 -4.87 1.03  -0.19
C10 -0.17 -6.17 1.30  -0.12
C11 -0.28 -6.74 2.56  -0.22
C12 -0.78 -5.99 3.64  0.07
C13 -0.80 -6.59 5.01  -0.65
C14 -1.29 -4.71 3.39  -0.24
C15 -1.21 -4.15 2.13  -0.07
C16 -4.43 -2.51 -1.53  -0.06
C17 -5.58 -1.85 -1.93  -0.25
H1 -7.65 -0.54 -2.84  0.23
H2 -6.73 0.23 -4.15  0.24
H3 -7.58 -1.29 -4.45  0.24
H4 -5.02 -1.68 -5.28  0.23
H5 -2.97 -2.90 -4.59  0.23
H6 -1.53 -3.86 -2.88  0.23
H7 -2.35 -3.06 0.01  0.22
H8 0.12 -4.64 -1.00  0.23
H9 0.27 -6.74 0.47  0.22
H10 0.05 -7.77 2.73  0.23
H11 -1.18 -5.87 5.74  0.23
H12 -1.43 -7.50 5.05  0.24
H13 0.22 -6.89 5.31  0.24
H14 -1.74 -4.14 4.22  0.23
H15 -1.55 -3.12 1.96  0.21
H16 -4.31 -2.79 -0.48  0.21
H17 -6.34 -1.54 -1.20  0.23
O1 2.08 -2.32 -3.29  -0.57
C18 3.02 -2.23 -2.48  0.52
C19 4.43 -1.91 -2.92  -0.17
C20 5.21 -0.92 -2.31  0.02
C21 6.49 -0.62 -2.80  -0.22
C22 6.98 -1.26 -3.93  -0.17
C23 6.19 -2.23 -4.58  -0.22
C24 4.92 -2.53 -4.08  -0.15
C25 4.71 -0.14 -1.11  -0.43
C26 4.52 -0.98 0.17  -0.38
C27 3.81 -2.34 -0.01  -0.43
C28 2.76 -2.40 -1.07  -0.09
N1 1.46 -2.23 -0.75  0.06
N2 0.75 -2.13 0.18  0.05
H18 7.08 0.13 -2.28  0.22
H19 7.98 -1.01 -4.31  0.23
H20 6.55 -2.74 -5.47  0.23
H21 4.28 -3.24 -4.60  0.23
H22 5.46 0.64 -0.88  0.23
H23 3.76 0.38 -1.34  0.22
H24 5.51 -1.17 0.62  0.22
H25 3.95 -0.38 0.90  0.21
H26 4.57 -3.10 -0.25  0.24
H27 3.36 -2.61 0.96  0.23


LUMO energy, record by record: 1.111 0.632 -5.256 eV
Energy above the lowest of the compared OMol25 structures with the same formula, charge and spin, record by record: 118.9 321.9 172.1 kJ/mol
Total energy, record by record: -346.98013 -838.54083 -1267.58462 Eh